[1]
A structure of composition C16H11FeN3O4S6 at a distorted geometry, computed with ωB97M-V/def2-TZVPD.

```
41
Properties=species:S:1:pos:R:3:forces:R:3
Fe 0.360 0.588 0.393 2.31 0.98 0.61
S -0.062 -4.311 5.827 -0.02 -0.09 0.08
C 0.154 -3.225 4.620 0.01 0.14 -0.12
S -0.031 -1.513 4.823 0.10 -0.22 -0.20
C 0.334 -1.045 3.170 0.09 -0.43 0.00
C 0.623 -2.058 2.309 -0.20 -0.08 0.45
S 1.030 -1.853 0.671 -0.47 1.57 -0.69
S 0.578 -3.673 2.994 -0.06 0.21 0.17
S 0.340 0.608 2.744 -0.33 0.54 -1.50
O 2.138 7.363 -0.814 -0.03 0.22 0.01
C 1.111 7.067 -0.190 -0.15 -0.93 0.15
O 0.194 7.736 0.315 0.11 0.22 -0.08
C 0.914 5.499 0.008 0.14 0.91 -0.12
C -0.207 5.027 0.678 0.06 -0.39 -0.03
C -0.374 3.663 0.823 -0.19 0.14 0.12
N 0.507 2.792 0.331 -0.62 -1.59 0.25
C 1.586 3.238 -0.312 0.47 -0.12 -0.31
C 1.835 4.588 -0.491 -0.24 -0.35 0.15
C 2.490 2.142 -0.872 -0.42 1.27 0.17
O 3.507 2.426 -1.470 -0.10 -0.35 0.05
O 2.027 0.961 -0.648 -1.05 -1.71 0.38
H -0.930 5.730 1.066 0.04 0.07 -0.01
H -1.232 3.241 1.334 0.03 -0.01 -0.01
H 2.719 4.913 -1.019 -0.01 0.07 0.00
C 0.712 -3.420 -3.195 0.05 0.06 0.02
C -0.369 -2.943 -2.287 0.04 0.05 -0.15
C -1.215 -3.750 -1.582 -0.09 0.01 0.22
C -2.150 -3.146 -0.720 0.24 -0.07 -0.25
N -2.246 -1.834 -0.602 -0.08 0.16 0.06
C -1.406 -1.048 -1.270 -0.11 -0.53 -0.45
S -1.449 0.650 -1.172 0.72 0.40 0.63
N -0.515 -1.608 -2.156 -0.20 -0.15 0.43
C -3.065 -3.963 0.127 -0.04 -0.04 0.03
H 0.707 -4.504 -3.263 -0.01 0.00 0.00
H 1.681 -3.094 -2.810 0.00 -0.01 0.00
H 0.583 -2.994 -4.191 0.02 -0.02 -0.01
H -1.136 -4.824 -1.654 0.03 0.00 -0.02
H 0.149 -0.975 -2.587 -0.05 0.07 -0.03
H -2.961 -5.027 -0.071 -0.02 0.00 0.00
H -4.095 -3.650 -0.037 0.00 0.00 -0.01
H -2.836 -3.772 1.177 0.03 0.01 -0.01
```
Forces are in eV/Å.

Calculated values
<S²>: 1.162
Charge: -1
Multiplicity: 2
Electronic energy (Ha): -4734.519470
M (g mol⁻¹): 557.53



[2]
A structure of composition C12H13BrCaClF3MgN5O5S2 at a distorted geometry, computed with ωB97M-V/def2-TZVPD.

```
44
Properties=species:S:1:pos:R:3:forces:R:3
C -4.818 1.823 -1.945 3.44 -4.11 0.21
C -4.232 0.610 -2.036 -0.89 3.15 1.61
C -3.460 -0.790 -2.011 -2.53 2.46 2.81
C -2.439 -0.702 -0.773 0.19 0.96 0.62
C -1.327 -1.857 -0.748 0.40 0.79 0.22
C -0.136 -1.311 0.217 -1.04 -0.78 -1.48
C 1.279 -1.697 -0.213 1.10 2.78 3.61
C 2.418 -1.141 0.671 -7.66 -2.16 -1.53
C 1.819 -0.291 1.816 0.37 0.25 -1.12
N 0.427 -0.130 1.998 1.43 -2.93 0.32
O 0.054 0.626 3.098 -2.80 -1.75 1.34
C -1.138 -0.002 3.597 -2.04 1.39 0.58
N -2.242 -0.248 3.978 4.72 0.77 -1.40
N -0.603 -0.571 1.299 3.62 -1.73 -3.16
H -5.002 2.911 -1.559 1.02 -2.36 -0.60
H -2.888 -0.960 -3.054 -0.62 0.19 0.59
H -4.241 -1.595 -1.781 0.95 1.10 -0.75
H -2.995 -0.668 0.237 0.80 -0.17 -1.63
H -1.872 0.304 -0.830 -0.87 -1.58 -0.06
H -0.913 -1.991 -1.818 -0.59 0.08 1.79
H -1.730 -2.856 -0.344 0.59 1.55 -0.67
H 1.455 -2.346 -1.124 -0.36 0.97 1.35
H 3.557 -1.328 0.495 -2.14 -1.32 -0.16
H 2.549 0.217 2.538 -1.47 -1.49 -0.38
N 6.484 1.403 4.130 -0.40 0.41 -0.16
S 6.521 -0.178 4.098 0.85 -6.39 2.94
O 7.388 -0.789 3.119 -0.91 1.74 0.05
O 5.290 -0.873 4.390 0.42 1.37 -1.19
F 7.342 -0.443 5.432 -0.05 0.77 -0.88
S 5.779 1.995 2.858 0.57 4.02 -2.14
O 5.999 3.409 2.678 -0.29 -1.48 0.97
O 4.416 1.546 2.566 0.45 0.30 1.51
F 6.614 1.399 1.643 -0.07 0.05 0.50
Mg 1.644 2.082 1.554 0.84 1.55 -0.52
F 5.631 1.208 6.025 -0.20 0.79 -0.66
C -5.198 0.873 -5.996 0.16 0.25 -0.17
C -5.534 -0.216 -5.073 0.12 0.14 -0.09
N -5.803 -1.066 -4.340 -0.48 0.79 0.27
H -4.810 0.490 -6.943 -0.03 -0.15 0.18
H -6.071 1.489 -6.228 -0.10 -0.22 -0.02
H -4.434 1.533 -5.576 0.09 -0.31 0.11
Cl 4.366 -0.178 1.207 3.50 1.76 -0.01
Ca -6.860 1.690 -2.685 -1.02 -1.15 -0.92
Br -2.284 -1.383 -4.567 0.91 -0.31 -1.88
```
Forces are in eV/Å.

Calculated values
Charge: +1
Electronic energy (Ha): -6121.761663
M (g mol⁻¹): 608.13